Formula: C37H38BF4FeGeN2O8P2
Source: OMol25
Level of theory: ωB97M-V/def2-TZVPD

* maximum force: 0.0127 hartree/bohr
* net charge: -2
* HOMO (alpha / beta): -0.295 / -2.637 eV
* relative energy (zero: lowest compared OMol25 entry of this formula, charge and spin): 0.00 kcal per mole
* orbital gap (alpha / beta): 4.321 / 6.662 eV
* LUMO level (alpha / beta): 4.0 / 4.0 eV
* multiplicity: 6
* calculated total energy: -6592.0450 hartree

Each line ends with the Löwdin spin population.
Atoms and positions in Å:
1 Ge -1.55771 -0.47195 1.25027  0.0034
2 Fe 0.15935 0.32663 -1.67497  3.6981
3 P 2.63855 -0.03821 -1.57581  0.0267
4 P 0.93199 -2.19134 0.56567  0.0116
5 F -1.32209 -2.69081 -4.27183  0.0006
6 F 0.11036 -1.37118 -3.04090  0.0320
7 F 0.94076 -3.11382 -4.29090  0.0007
8 F -0.30424 -3.54677 -2.40751  0.0003
9 O 0.26308 1.92793 -0.41538  0.0605
10 O 3.62641 7.10273 0.06906  -0.0037
11 O 0.51491 1.73744 -3.12796  0.0569
12 O 2.39914 3.41766 2.78071  0.2484
13 O -0.17585 3.74870 -3.79017  0.0040
14 O 1.83957 1.46454 1.84934  0.1831
15 O -1.82052 0.65194 -2.76179  0.0294
16 O 3.09377 7.19546 -2.01685  0.0125
17 N 1.98172 2.76116 1.76765  0.3221
18 N 3.11522 6.61035 -0.93460  0.0045
19 C -0.42928 -1.28900 5.23202  0.0001
20 C 3.86059 0.44960 -0.30709  0.0078
21 C 3.90847 -3.81869 -2.57450  0.0001
22 C 3.28237 -4.63595 -1.65065  0.0015
23 C 3.69689 -2.45293 -2.53890  0.0021
24 C 2.48729 4.65476 0.40124  0.1053
25 C -2.66559 -1.96481 -1.00948  0.0018
26 C -0.23908 -3.56951 0.61023  0.0006
27 C 1.85351 3.43333 0.54025  0.0100
28 C -0.48148 -0.86212 3.91098  0.0011
29 C -3.65223 -2.55881 -1.78749  0.0002
30 C -2.39993 -2.61029 4.87732  0.0001
31 C -2.45233 -2.17197 3.55846  0.0003
32 C -2.71565 1.61526 -2.21385  0.0005
33 C 1.90689 -2.35620 2.08208  0.0039
34 C -5.28543 -1.97850 -0.12225  0.0001
35 C 0.16683 -0.67997 0.39790  0.0189
36 C -1.38718 -2.16950 5.71750  0.0002
37 C 2.42307 -4.07046 -0.72527  0.0000
38 C -3.75481 3.14503 1.54755  0.0001
39 C 2.17323 -2.69698 -0.69655  0.0032
40 C 3.43907 0.51200 -3.11634  0.0057
41 C 1.77888 4.82327 -1.91968  0.0460
42 C -1.30973 2.17374 2.42466  0.0013
43 C 2.44006 5.34041 -0.81745  0.0188
44 C -1.68160 3.47802 2.71204  0.0007
45 C 1.12725 3.61133 -1.80243  0.0150
46 C -4.29307 -1.38054 0.64254  0.0000
47 C -2.90589 3.96704 2.27123  0.0000
48 C -4.96507 -2.56664 -1.34068  0.0000
49 C 1.05233 2.92527 -0.55525  0.0211
50 C 2.84960 -1.86264 -1.60052  0.0040
51 C 0.41384 3.02913 -2.99208  0.0065
52 C -2.96092 -1.36373 0.21261  0.0005
53 C -1.48822 -1.30257 3.04666  0.0013
54 C -3.37038 1.84096 1.24685  0.0000
55 C -2.13937 1.34559 1.66599  0.0003
56 B -0.14978 -2.71397 -3.53056  0.0027
57 H 1.75516 5.36544 -2.85367  0.0023
58 H -3.15480 -3.29355 5.25057  0.0000
59 H 4.55283 -4.24375 -3.33450  0.0000
60 H -0.47764 -3.89373 -0.40220  0.0001
61 H 3.38444 0.53519 0.67411  0.0023
62 H -1.35145 -2.50007 6.74897  0.0000
63 H -0.33170 1.83068 2.73668  0.0010
64 H -6.31216 -1.97292 0.22603  0.0000
65 H 3.43244 -5.70807 -1.66716  0.0001
66 H -3.37977 -2.98724 -2.74367  0.0000
67 H -5.74227 -3.02166 -1.94403  0.0000
68 H 0.82433 0.12894 0.74787  0.0019
69 H 4.19008 -1.82936 -3.27116  0.0003
70 H 0.25670 -0.14610 3.55574  0.0006
71 H 4.70123 -0.24689 -0.30341  0.0017
72 H 3.30138 1.59385 -3.14209  0.0002
73 H 4.50419 0.27456 -3.16552  0.0017
74 H 1.23105 -2.40975 2.93412  0.0001
75 H -1.21691 1.12718 -3.37369  0.0006
76 H -4.70879 3.52086 1.19516  0.0000
77 H 3.02495 5.05469 1.24537  0.0105
78 H 0.18005 -4.39654 1.18283  0.0000
79 H -1.65251 -1.96117 -1.39215  0.0015
80 H -4.03551 1.22344 0.66013  0.0000
81 H -0.98865 4.11506 3.24832  0.0004
82 H -4.56638 -0.90288 1.57767  0.0000
83 H -1.14625 -3.23037 1.10905  0.0001
84 H 0.35469 -0.92303 5.88429  0.0000
85 H 2.53175 -3.25004 2.04046  0.0005
86 H -3.24467 -2.53863 2.91529  0.0000
87 H -3.43565 1.06287 -1.61386  0.0000
88 H -2.19216 2.33565 -1.58196  0.0000
89 H 2.90927 0.09876 -3.97451  0.0000
90 H 1.91098 -4.72442 -0.03172  0.0000
91 H -3.18760 4.99296 2.47805  0.0000
92 H -3.23662 2.14720 -3.01294  0.0005
93 H 4.21287 1.45273 -0.55892  0.0002
94 H 2.53554 -1.46933 2.18532  0.0004